#A
The following is a quantum chemistry calculation of the ion C5H6N with charge +1, from OMol25.

E_HOMO (alpha / beta) (Ha): -0.5087 / -0.5479
Frontier orbital gap (alpha / beta) (eV): 7.96 / 6.66
Spin multiplicity: 3
Charge: +1

Atoms and positions in Å:
N1 -0.34 0.98 0.12
C1 1.15 -1.09 -0.56
C2 1.57 -0.02 0.07
C3 -0.09 -1.36 -1.02
C4 -0.94 -0.18 -0.46
C5 0.91 0.81 1.00
H1 -0.65 1.92 -0.23
H2 0.77 0.32 1.93
H3 -1.52 0.06 -1.23
H4 -0.53 -2.35 -1.25
H5 1.31 1.81 1.46
H6 -1.63 -0.89 0.16


#B
The following is a quantum chemistry calculation of the ion C5H6N with charge +1, from OMol25.

E_HOMO (alpha / beta) (Ha): -0.4993 / -0.5485
Frontier orbital gap (alpha / beta) (eV): 7.81 / 6.36
Spin multiplicity: 3
Charge: +1

Atoms and positions in Å:
N1 -0.13 0.23 0.00
C1 -1.55 0.25 -0.01
C2 1.99 0.66 -0.01
C3 0.71 1.22 0.01
C4 0.89 -1.24 0.00
C5 2.16 -0.60 0.00
H1 0.44 2.27 0.03
H2 -1.90 -0.75 -0.28
H3 -1.96 0.50 0.97
H4 0.63 -1.77 -0.90
H5 -1.93 0.97 -0.74
H6 0.64 -1.75 0.93


The least stable of them is #A.


#A
The following is a quantum chemistry calculation of the molecule C23H27N3O3S, from OMol25.

E_HOMO (Ha): -0.2817
Frontier orbital gap (eV): 8.15
Structure (SMILES): COCCn1c(-c2ccc(OC)cc2)cnc1SCC(=O)Nc1cccc(C)c1C

Atoms and positions in Å:
S1 1.28 -3.23 -1.07
O1 2.02 -1.82 2.15
O2 -6.49 1.60 0.45
O3 -0.66 0.77 0.51
N1 3.35 -1.41 0.33
N2 -1.06 -1.86 -0.62
N3 -0.83 -3.74 0.54
C1 -3.29 -1.04 0.20
C2 4.25 2.62 0.80
C3 2.23 -3.52 0.47
C4 3.65 -0.05 0.50
C5 3.70 0.51 1.77
C6 3.81 0.09 -2.00
C7 0.04 1.19 1.65
C8 -3.75 -0.55 1.42
C9 -5.45 0.73 0.29
C10 -0.66 -0.70 -1.37
C11 4.22 2.07 -0.48
C12 -7.17 2.04 -0.70
C13 4.53 2.95 -1.66
C14 3.90 0.73 -0.64
C15 0.18 0.23 -0.48
C16 2.52 -2.17 1.10
C17 3.99 1.85 1.91
C18 -4.81 0.33 1.46
C19 -3.94 -0.65 -0.97
C20 -2.18 -1.98 0.17
C21 -2.00 -3.15 0.88
C22 -5.01 0.23 -0.93
C23 -0.28 -2.94 -0.34
H1 0.58 0.36 2.12
H2 4.68 -0.54 -2.19
H3 3.50 -0.10 2.63
H4 -5.49 0.51 -1.85
H5 0.75 1.99 1.41
H6 -7.65 1.21 -1.23
H7 -0.07 -1.02 -2.24
H8 -3.25 -0.85 2.33
H9 -7.94 2.72 -0.33
H10 5.34 2.54 -2.25
H11 -6.51 2.58 -1.38
H12 -1.54 -0.16 -1.70
H13 -0.72 1.57 2.34
H14 -3.63 -1.06 -1.92
H15 4.82 3.94 -1.32
H16 3.62 -1.81 -0.56
H17 4.02 2.29 2.90
H18 1.61 -4.13 1.12
H19 0.99 -0.34 -0.02
H20 0.63 1.03 -1.09
H21 3.79 0.84 -2.78
H22 -5.17 0.72 2.40
H23 -2.65 -3.60 1.59
H24 3.65 3.06 -2.30
H25 4.50 3.67 0.91
H26 2.91 -0.52 -2.09
H27 3.14 -4.05 0.18


#B
The following is a quantum chemistry calculation of the molecule C23H27N3O3S, from OMol25.

E_HOMO (Ha): -0.2880
Frontier orbital gap (eV): 7.70
Structure (SMILES): Cc1ccc(C)c2[nH]c(=O)c(CN(C[C@H]3CCCO3)C(=S)NCc3ccco3)cc12

Atoms and positions in Å:
S1 -2.31 -1.44 -2.17
O1 1.76 -3.41 0.25
O2 -4.26 2.05 0.81
O3 0.28 -0.82 2.48
N1 2.14 0.09 1.60
N2 -2.11 0.32 -0.22
N3 -1.30 -1.81 0.22
C1 -0.61 -2.99 -0.23
C2 2.75 2.49 -1.12
C3 0.01 0.89 0.86
C4 4.85 1.63 -0.28
C5 0.78 -0.01 1.71
C6 2.07 1.70 -0.16
C7 -2.89 1.24 -1.01
C8 2.85 -1.91 -0.98
C9 2.97 -2.93 -0.09
C10 1.46 -1.76 -1.21
C11 5.00 -0.04 1.58
C12 2.82 0.87 0.70
C13 4.12 2.44 -1.16
C14 0.65 1.68 -0.03
C15 4.22 0.84 0.65
C16 -5.04 -0.14 1.18
C17 -5.10 0.13 -0.32
C18 -1.87 -0.94 -0.65
C19 -4.32 1.45 -0.47
C20 -5.01 1.28 1.74
C21 -1.49 0.85 0.99
C22 0.84 -2.70 -0.44
C23 1.99 3.37 -2.06
H1 1.40 4.11 -1.52
H2 -4.83 2.13 -1.16
H3 -1.76 0.26 1.87
H4 2.67 -0.54 2.19
H5 -0.71 -3.78 0.52
H6 5.92 1.62 -0.35
H7 -1.89 1.86 1.14
H8 4.74 -1.09 1.43
H9 3.82 -3.40 0.36
H10 -1.08 -3.31 -1.17
H11 -6.13 0.27 -0.64
H12 0.99 -1.06 -1.87
H13 0.07 2.33 -0.68
H14 -6.03 1.68 1.82
H15 -4.52 1.36 2.71
H16 -4.66 -0.67 -0.92
H17 2.67 3.89 -2.73
H18 3.64 -1.33 -1.42
H19 4.66 3.04 -1.88
H20 -2.39 2.22 -1.04
H21 -5.89 -0.71 1.54
H22 4.81 0.22 2.62
H23 6.07 0.07 1.40
H24 -2.95 0.85 -2.03
H25 1.31 2.78 -2.67
H26 -4.12 -0.67 1.43
H27 -1.00 -1.48 1.13


#C
The following is a quantum chemistry calculation of the molecule C23H27N3O3S, from OMol25.

E_HOMO (Ha): -0.2825
Frontier orbital gap (eV): 8.24
Structure (SMILES): COc1ccc(CCNC(=O)c2ccc3nc(N4CCCCC4)sc3c2)cc1OC

Atoms and positions in Å:
S1 -1.92 0.07 1.32
O1 3.16 -1.84 1.93
O2 0.52 2.51 0.36
O3 1.34 1.45 -2.22
N1 3.92 -2.00 -0.19
N2 -2.27 -0.79 -1.12
N3 -4.11 0.37 -0.28
C1 0.15 2.94 1.64
C2 -2.88 -0.16 -0.17
C3 2.92 -1.86 0.74
C4 2.68 1.82 1.21
C5 -0.11 -1.85 -1.56
C6 -4.83 0.87 0.86
C7 -4.94 0.00 -1.40
C8 3.33 0.83 -1.25
C9 2.09 1.43 -1.08
C10 -6.29 -0.56 -0.91
C11 -5.68 -0.25 1.50
C12 0.64 -1.05 1.02
C13 4.25 0.69 -0.21
C14 -6.08 -1.27 0.42
C15 1.75 1.94 0.19
C16 5.49 -0.13 -0.41
C17 -0.61 -0.77 0.54
C18 -1.01 -1.15 -0.77
C19 1.16 -2.12 -1.08
C20 0.04 2.01 -2.24
C21 1.55 -1.71 0.19
C22 5.25 -1.55 0.14
C23 3.91 1.21 1.02
H1 -5.10 0.88 -2.03
H2 -5.28 -2.01 0.30
H3 2.45 2.21 2.19
H4 -4.13 1.29 1.59
H5 -6.56 0.19 1.95
H6 -7.01 0.24 -0.79
H7 0.05 3.07 -1.97
H8 -4.39 -0.75 -1.98
H9 0.16 2.12 2.37
H10 0.79 3.76 2.00
H11 -0.64 1.47 -1.58
H12 6.34 0.32 0.11
H13 1.84 -2.68 -1.71
H14 -5.11 -0.75 2.28
H15 -5.47 1.68 0.51
H16 5.73 -0.18 -1.48
H17 -0.30 1.89 -3.27
H18 -0.87 3.31 1.54
H19 -6.98 -1.79 0.72
H20 0.95 -0.76 2.01
H21 -6.68 -1.25 -1.66
H22 3.55 0.45 -2.23
H23 5.31 -1.55 1.23
H24 4.59 1.12 1.86
H25 3.66 -1.87 -1.16
H26 -0.41 -2.16 -2.55
H27 5.99 -2.25 -0.27


The least stable of them is #A.